# 1
DFT (ωB97M-V/def2-TZVPD) results for a 12-piece molecular cluster, C42H114N18O18 overall.

SMILES string = COCCNCCOC.COCCNCCOC.COCCNCCOC.COCCNCCOC.COCCNCCOC.COCCNCCOC.NC(N)=O.NC(N)=O.NC(N)=O.NC(N)=O.NC(N)=O.NC(N)=O
DFT total energy = -109077.6441 eV
Multiplicity = 1
Energy relative to the best compared isomer or geometry (same formula, charge and spin) = 200.7 kJ/mol
Kohn-Sham gap = 8.59 eV

Geometry (Å):
C  -2.8846  0.7811  2.4201
O  -2.6801  -0.1477  1.3823
C  -3.2071  0.2787  0.1369
C  -2.6061  -0.4862  -1.0341
N  -1.1625  -0.2402  -1.1554
C  -0.5683  -1.0950  -2.2054
C  0.9023  -0.8048  -2.4205
O  1.7750  -1.1012  -1.3403
C  3.1124  -1.0098  -1.7480
H  -2.8936  0.2512  3.3748
H  -3.9013  1.2006  2.3694
H  -2.1498  1.5876  2.4112
H  -3.0440  1.3531  -0.0306
H  -4.2959  0.1024  0.1535
H  -3.0972  -0.0819  -1.9244
H  -2.8386  -1.5579  -0.9484
H  -0.7177  -0.3450  -0.2489
H  -1.0827  -0.8841  -3.1443
H  -0.7418  -2.1512  -1.9530
H  1.0372  0.2340  -2.7479
H  1.1702  -1.4966  -3.2387
H  3.3719  -1.8139  -2.4350
H  3.7328  -1.1566  -0.8561
H  3.3872  0.0051  -2.0479
C  -7.6226  -3.2429  1.8155
O  -7.5757  -3.0341  3.1960
C  -6.4590  -2.2653  3.5303
C  -6.3876  -2.0962  5.0295
N  -6.2237  -3.3023  5.8149
C  -5.0000  -4.0458  5.5634
C  -5.0154  -5.2573  6.4642
O  -6.1846  -6.0399  6.3609
C  -6.3845  -6.8756  7.4700
H  -8.6135  -3.6364  1.5795
H  -6.9033  -4.0085  1.4966
H  -7.4849  -2.3457  1.2028
H  -6.4845  -1.2723  3.0559
H  -5.5313  -2.7158  3.1541
H  -7.3187  -1.6457  5.3842
H  -5.6016  -1.3780  5.2747
H  -7.0451  -3.8872  5.7380
H  -4.1993  -3.3884  5.9020
H  -4.9306  -4.3827  4.5311
H  -4.8772  -4.9238  7.5067
H  -4.1265  -5.8823  6.2626
H  -6.5291  -6.2923  8.3849
H  -5.5872  -7.6111  7.6090
H  -7.3174  -7.3844  7.2295
C  -4.9338  -0.4488  12.2410
O  -5.0279  -1.0601  10.9660
C  -6.3476  -0.9958  10.4324
C  -6.3769  -1.7383  9.1200
N  -5.9322  -0.9633  7.9497
C  -4.8371  -0.0715  8.1852
C  -4.2259  0.5080  6.9168
O  -5.2306  1.1651  6.1778
C  -4.7925  2.1067  5.2205
H  -5.4779  -1.0046  13.0100
H  -5.1708  0.6153  12.1903
H  -3.8749  -0.5785  12.4827
H  -6.5837  0.0637  10.2773
H  -7.0440  -1.5117  11.1017
H  -7.3734  -2.1359  8.9291
H  -5.6768  -2.5857  9.1724
H  -5.7731  -1.6122  7.1976
H  -3.9360  -0.4535  8.7028
H  -5.1864  0.7876  8.7627
H  -3.7714  -0.2709  6.2817
H  -3.4351  1.2131  7.2027
H  -4.7515  3.1149  5.6499
H  -5.4828  2.0579  4.3803
H  -3.7725  1.9185  4.8558
C  8.4380  2.0790  -10.1520
O  8.9483  3.3998  -10.1620
C  8.2833  4.3272  -9.3211
C  8.3934  3.9875  -7.8208
N  7.4141  3.0853  -7.2601
C  6.0873  3.6818  -7.1064
C  4.9565  2.6910  -7.0020
O  4.8120  2.3641  -5.6038
C  3.7056  1.5519  -5.3651
H  8.8541  1.5664  -11.0104
H  7.3372  2.1239  -10.1503
H  8.7024  1.5512  -9.2248
H  7.2500  4.4641  -9.6707
H  8.8234  5.2660  -9.4617
H  8.4380  4.9000  -7.2280
H  9.3716  3.4983  -7.7577
H  7.2917  2.1945  -7.7155
H  5.8638  4.3028  -7.9970
H  6.0455  4.3887  -6.2738
H  5.2518  1.7572  -7.5135
H  3.9727  3.0340  -7.3277
H  3.4860  1.6592  -4.3025
H  3.8822  0.5094  -5.6316
H  2.7876  1.8936  -5.8623
C  0.4471  -6.0644  0.4953
O  0.8789  -4.9132  1.2134
C  0.1719  -3.7166  0.9275
C  0.5492  -2.6659  1.9679
N  1.6941  -1.8574  1.5533
C  1.8447  -0.6331  2.3404
C  2.7685  0.3834  1.7238
O  2.0690  1.1533  0.7887
C  2.8705  2.0707  0.1186
H  0.9251  -6.1277  -0.4871
H  -0.6406  -6.0371  0.3770
H  0.7403  -6.9156  1.1055
H  -0.9109  -3.8801  1.0215
H  0.3393  -3.3992  -0.1096
H  0.6065  -3.0603  2.9766
H  -0.3077  -1.9692  1.9617
H  1.5811  -1.6188  0.5762
H  2.1629  -0.8899  3.3541
H  0.8324  -0.1966  2.4490
H  3.5870  -0.1599  1.2301
H  3.1947  0.9974  2.5251
H  3.9245  1.7834  0.1021
H  2.7795  3.0968  0.5002
H  2.5207  2.1658  -0.9164
C  -0.7536  4.8189  4.8119
O  0.1045  4.6620  3.6997
C  -0.5573  4.2609  2.5340
C  0.3014  4.6407  1.3625
N  0.4158  6.0612  1.2136
C  1.3134  6.4980  0.1774
C  1.2537  7.9957  -0.0586
O  2.2490  8.2817  -1.0268
C  2.1228  9.5897  -1.5483
H  -1.3994  3.9323  4.9055
H  -1.4074  5.6895  4.6826
H  -0.1635  4.9107  5.7182
H  -1.5570  4.6875  2.4010
H  -0.6082  3.1634  2.5279
H  0.0900  4.1387  0.4179
H  1.3230  4.2540  1.5844
H  0.5183  6.5302  2.0994
H  1.0567  6.0287  -0.7791
H  2.3443  6.1631  0.3994
H  1.5566  8.5044  0.8681
H  0.2308  8.2159  -0.3738
H  2.7369  9.6823  -2.4454
H  2.4138  10.3659  -0.8328
H  1.0967  9.7491  -1.9078
C  4.3337  -3.7590  -0.4164
O  5.2207  -3.9417  -1.2474
N  4.4133  -3.0558  0.7786
N  3.0849  -4.3421  -0.5578
H  5.2998  -2.7257  1.1033
H  3.5145  -2.7089  1.1174
H  2.3694  -4.2764  0.1559
H  3.0495  -4.8619  -1.4158
C  -2.9958  -0.6943  -5.4312
O  -2.7363  -1.8704  -5.2139
N  -2.1179  0.1872  -6.0112
N  -4.2097  -0.1345  -5.0159
H  -2.2962  1.1680  -6.0966
H  -1.2742  -0.1506  -6.4626
H  -4.4825  0.7889  -5.2894
H  -4.9050  -0.7399  -4.6268
C  2.0396  -5.1526  -4.2144
O  0.9265  -4.6894  -4.4035
N  3.1071  -4.3459  -3.8389
N  2.3743  -6.4820  -4.4339
H  2.9598  -3.3667  -3.6990
H  4.0565  -4.6806  -3.8064
H  1.7251  -7.1434  -4.8056
H  3.3203  -6.7606  -4.2568
C  -0.2749  3.2363  -2.6499
O  -0.1366  4.1582  -3.4558
N  0.7161  2.8640  -1.7595
N  -1.4322  2.4993  -2.5274
H  1.5884  3.3552  -1.7736
H  0.6290  2.0764  -1.1397
H  -2.1718  2.6279  -3.1840
H  -1.4180  1.6236  -2.0198
C  1.3542  -1.1861  -6.8624
O  0.5485  -0.2642  -6.9493
N  2.6373  -1.0663  -7.3888
N  1.1231  -2.3831  -6.2307
H  3.2155  -1.8827  -7.4184
H  2.8406  -0.2759  -7.9673
H  1.8899  -3.0024  -6.0655
H  0.2337  -2.5475  -5.7882
C  6.0177  -1.6978  -3.7301
O  6.0719  -2.9163  -3.8000
N  5.2742  -0.9305  -4.6384
N  6.5985  -0.9656  -2.7120
H  4.6291  -1.4314  -5.2128
H  5.4960  0.0322  -4.8045
H  7.1825  -1.4868  -2.0831
H  6.7036  0.0271  -2.7882



# 2
DFT (ωB97M-V/def2-TZVPD) results for C4H9NO as an isolated structure.

DFT total energy = -7826.7856 eV
Multiplicity = 1
Energy relative to the best compared isomer or geometry (same formula, charge and spin) = 534.0 kJ/mol
Kohn-Sham gap = 7.36 eV

Geometry (Å):
C  -0.5575  1.2283  -1.0821
N  0.4594  1.8326  -0.5505
C  0.4433  -1.6488  -0.3418
C  0.4188  -1.6154  1.0570
C  0.5535  -0.2882  1.6278
O  -1.1599  0.2120  -0.6093
H  -0.9714  1.6962  -2.0022
H  0.7161  2.6309  -1.1212
H  -0.6602  -1.5641  0.2429
H  0.2770  -2.5985  -0.8394
H  0.9138  -0.9021  -0.9654
H  0.6847  -2.5649  1.5069
H  -0.2898  0.1867  1.1098
H  0.5225  -0.2375  2.7145
H  1.4917  0.1530  1.3027



# 3
DFT (ωB97M-V/def2-TZVPD) results for a 2-piece molecular cluster, C2H4P2 overall.

DFT total energy = -20710.9923 eV
Multiplicity = 1
Energy relative to the best compared isomer or geometry (same formula, charge and spin) = 367.4 kJ/mol
Kohn-Sham gap (spin up / spin down) = 9.07 / 5.78 eV

Geometry (Å):
C  -0.4534  -1.3494  0.5288
C  -0.0666  -0.5423  1.4858
P  1.2889  -1.7054  0.9293
P  -0.0324  1.8931  -2.2474
H  -1.1926  -1.6916  -0.0760
H  -0.1075  0.3115  1.9994
H  0.5251  2.4888  -1.0705
H  0.0387  0.5953  -1.5495



# 4
DFT (ωB97M-V/def2-TZVPD) results for a 2-piece molecular cluster, C7H4F3IO overall.

DFT total energy = -25618.8285 eV
Multiplicity = 1
Energy relative to the best compared isomer or geometry (same formula, charge and spin) = 406.7 kJ/mol
Kohn-Sham gap (spin up / spin down) = 9.28 / 6.96 eV

Geometry (Å):
C  -2.4562  0.0937  -0.1139
C  -1.5704  -0.8820  -0.2304
C  -2.0595  1.4265  -0.1535
C  0.1700  0.6147  -0.2480
C  -0.2099  -0.7072  -0.1895
C  -0.7060  1.6788  -0.2418
C  3.2444  -0.2025  0.6423
O  0.7702  -1.7776  -0.1625
F  -0.2681  2.9293  -0.3940
F  3.3591  -0.3126  1.9058
F  3.5429  1.0258  0.3142
I  3.9440  -1.7584  -0.4845
H  -3.4687  0.0465  0.0218
H  -1.9970  -1.8173  0.0321
H  -2.7425  2.2235  -0.0928
H  0.4478  -2.5812  -0.6053



The largest force on an atom results, record by record, are as follows: 2.12, 2.58, 4.92, 4.31 eV/Å.